--- A ---
Molecular formula: C9H14
Method: DFT, the ωB97M-V functional and the def2-TZVPD basis

Geometry as XYZ:
```
23
Properties=species:S:1:pos:R:3
C 0.45 1.68 -2.01
C -0.29 1.20 -0.80
C 0.37 1.09 0.44
C -0.26 0.79 1.65
C -1.50 0.16 1.58
C -2.16 0.21 0.36
C -1.59 0.68 -0.80
H 0.87 0.85 -2.59
H 1.30 2.28 -1.72
H -0.19 2.28 -2.66
H 1.41 1.39 0.51
H 0.30 0.81 2.57
H -1.96 -0.27 2.45
H -3.18 -0.15 0.30
H -2.23 0.90 -1.66
C 1.16 -2.27 -0.31
C 2.52 -2.51 0.38
H 0.93 -1.22 -0.45
H 1.21 -2.72 -1.31
H 0.33 -2.76 0.18
H 2.69 -1.76 1.16
H 3.35 -2.40 -0.31
H 2.55 -3.53 0.76
```

As for the SMILES: Cc1ccccc1.CC. The gap between HOMO and LUMO is 10.045 eV. The calculation puts the LUMO energy at 1.1 eV.

Löwdin atomic charge list, values in e, 6 entries: atom 1 (C): -0.05, atom 2 (C): -0.28, atom 3 (C): -0.09, atom 4 (C): -0.08, atom 5 (C): -0.09, atom 6 (C): -0.11



--- B ---
Molecular formula: C9H14
Method: DFT, the ωB97M-V functional and the def2-TZVPD basis

Geometry as XYZ:
```
23
Properties=species:S:1:pos:R:3
C 2.05 0.79 1.56
C 1.45 -0.46 0.93
C 2.25 -1.63 1.03
C 1.80 -2.83 0.32
C 0.51 -3.01 -0.26
C -0.32 -1.89 0.10
C 0.07 -0.60 0.57
H 1.31 1.56 1.71
H 2.65 1.34 1.00
H 2.58 0.70 2.57
H 3.21 -1.80 1.46
H 2.44 -3.70 0.12
H 0.26 -3.82 -0.67
H -1.34 -2.07 -0.39
H -0.66 0.19 0.27
C -1.77 1.76 -1.66
C -2.78 2.56 -0.93
H -1.87 2.12 -2.74
H -0.69 1.95 -1.32
H -1.91 0.58 -1.55
H -3.07 3.57 -1.27
H -2.41 2.73 0.05
H -3.76 1.95 -0.89
```

As for the SMILES: Cc1ccccc1.CC. The gap between HOMO and LUMO is 9.913 eV. The calculation puts the LUMO energy at 0.9 eV.

Löwdin atomic charge list, values in e, 6 entries: atom 1 (C): -0.06, atom 2 (C): -0.25, atom 3 (C): -0.04, atom 4 (C): -0.07, atom 5 (C): -0.05, atom 6 (C): -0.09



--- C ---
Molecular formula: C9H14
Method: DFT, the ωB97M-V functional and the def2-TZVPD basis

Geometry as XYZ:
```
23
Properties=species:S:1:pos:R:3
C 2.04 -2.17 -0.33
C 1.52 -0.80 -0.02
C 0.93 -0.59 1.24
C 0.60 0.65 1.72
C 0.99 1.76 0.93
C 1.43 1.60 -0.37
C 1.70 0.30 -0.85
H 1.86 -2.46 -1.37
H 1.53 -2.89 0.30
H 3.10 -2.28 -0.06
H 0.57 -1.46 1.78
H 0.16 0.94 2.66
H 0.90 2.71 1.43
H 1.40 2.36 -1.14
H 2.04 0.10 -1.84
C -2.59 0.56 -1.22
C -2.65 -0.03 0.23
H -1.70 1.18 -1.31
H -2.61 -0.14 -2.06
H -3.46 1.22 -1.29
H -3.47 -0.73 0.32
H -2.52 0.84 0.87
H -1.76 -0.66 0.39
```

As for the SMILES: Cc1ccccc1.CC. The gap between HOMO and LUMO is 9.975 eV. The calculation puts the LUMO energy at 1.0 eV.

Löwdin atomic charge list, values in e, 6 entries: atom 1 (C): -0.06, atom 2 (C): -0.28, atom 3 (C): -0.08, atom 4 (C): -0.09, atom 5 (C): -0.10, atom 6 (C): -0.09



--- D ---
Molecular formula: C9H14
Method: DFT, the ωB97M-V functional and the def2-TZVPD basis

Geometry as XYZ:
```
23
Properties=species:S:1:pos:R:3
C 3.57 -1.91 -0.32
C 2.21 -1.34 -0.66
C 1.98 -0.80 -1.93
C 0.82 -0.08 -2.17
C -0.16 -0.01 -1.20
C -0.02 -0.71 -0.02
C 1.17 -1.38 0.26
H 4.36 -1.38 -0.86
H 3.54 -2.97 -0.56
H 3.83 -1.72 0.72
H 2.64 -1.01 -2.76
H 0.74 0.33 -3.17
H -1.06 0.56 -1.33
H -0.77 -0.73 0.76
H 1.39 -1.91 1.18
C -3.60 2.27 1.84
C -2.51 1.46 1.16
H -3.17 2.93 2.58
H -4.02 3.01 1.17
H -4.35 1.69 2.37
H -2.29 1.82 0.17
H -2.72 0.40 1.10
H -1.55 1.47 1.68
```

As for the SMILES: Cc1ccccc1.CC. The gap between HOMO and LUMO is 10.027 eV. The calculation puts the LUMO energy at 1.0 eV.

Löwdin atomic charge list, values in e, 6 entries: atom 1 (C): -0.05, atom 2 (C): -0.29, atom 3 (C): -0.06, atom 4 (C): -0.09, atom 5 (C): -0.10, atom 6 (C): -0.09



Computed relative energies in units of kcal/mol: A 0.0; B 59.8; C 5.9; D 2.3



--- A ---
Molecular formula: C9H14
Method: DFT, the ωB97M-V functional and the def2-TZVPD basis

Geometry as XYZ:
```
23
Properties=species:S:1:pos:R:3
C -0.02 -0.70 0.68
C 1.13 0.30 0.67
C 1.86 0.52 1.84
C 2.87 1.48 1.73
C 3.05 2.11 0.50
C 2.47 1.74 -0.73
C 1.46 0.78 -0.57
H -0.71 -0.66 -0.19
H -0.54 -0.61 1.66
H 0.12 -1.78 0.69
H 1.47 0.18 2.80
H 3.37 1.92 2.56
H 3.85 2.82 0.45
H 2.74 2.31 -1.62
H 1.06 0.30 -1.45
C -3.14 -0.58 -0.95
C -3.01 -2.07 -1.28
H -2.07 -0.27 -1.01
H -3.53 -0.03 -1.85
H -3.66 -0.16 -0.07
H -3.07 -2.77 -0.38
H -1.99 -2.21 -1.62
H -3.76 -2.61 -1.84
```

As for the SMILES: Cc1ccccc1.CC. The gap between HOMO and LUMO is 9.939 eV. The calculation puts the LUMO energy at 1.0 eV.

Löwdin atomic charge list, values in e, 6 entries: atom 1 (C): -0.06, atom 2 (C): -0.28, atom 3 (C): -0.04, atom 4 (C): -0.09, atom 5 (C): -0.11, atom 6 (C): -0.06



--- B ---
Molecular formula: C9H14
Method: DFT, the ωB97M-V functional and the def2-TZVPD basis

Geometry as XYZ:
```
23
Properties=species:S:1:pos:R:3
C 0.40 -1.40 2.38
C -0.25 -0.51 1.28
C -1.43 -0.92 0.62
C -1.93 -0.10 -0.39
C -1.44 1.19 -0.62
C -0.45 1.67 0.20
C 0.17 0.81 1.12
H 1.35 -1.78 2.06
H -0.36 -2.03 2.81
H 0.59 -0.57 3.10
H -1.95 -1.82 0.91
H -2.59 -0.60 -1.09
H -2.12 1.76 -1.24
H -0.19 2.71 0.35
H 1.14 1.08 1.53
C 1.47 0.35 -2.44
C 2.26 -0.64 -1.58
H 1.68 1.33 -2.04
H 1.77 0.37 -3.50
H 0.42 0.08 -2.31
H 2.61 0.00 -0.74
H 1.63 -1.39 -1.12
H 3.17 -1.11 -1.98
```

As for the SMILES: Cc1ccccc1.CC. The gap between HOMO and LUMO is 10.066 eV. The calculation puts the LUMO energy at 1.0 eV.

Löwdin atomic charge list, values in e, 6 entries: atom 1 (C): -0.03, atom 2 (C): -0.27, atom 3 (C): -0.05, atom 4 (C): -0.10, atom 5 (C): -0.12, atom 6 (C): -0.10



--- C ---
Molecular formula: C9H14
Method: DFT, the ωB97M-V functional and the def2-TZVPD basis

Geometry as XYZ:
```
23
Properties=species:S:1:pos:R:3
C 2.00 1.95 -0.27
C 0.84 1.34 -0.87
C 0.98 0.15 -1.68
C -0.16 -0.53 -1.97
C -1.43 -0.12 -1.53
C -1.59 1.15 -0.99
C -0.40 1.82 -0.74
H 2.73 1.34 0.28
H 1.78 2.65 0.53
H 2.65 2.37 -1.13
H 1.93 -0.10 -2.16
H -0.11 -1.51 -2.34
H -2.38 -0.66 -1.72
H -2.53 1.67 -0.97
H -0.61 2.75 -0.19
C 0.02 -1.34 2.35
C -1.00 -2.23 1.61
H 1.05 -1.53 1.88
H -0.19 -0.30 2.21
H -0.03 -1.70 3.32
H -0.65 -2.01 0.57
H -0.95 -3.30 1.94
H -1.93 -1.83 1.87
```

As for the SMILES: Cc1ccccc1.CC. The gap between HOMO and LUMO is 9.860 eV. The calculation puts the LUMO energy at 1.0 eV.

Löwdin atomic charge list, values in e, 6 entries: atom 1 (C): -0.07, atom 2 (C): -0.32, atom 3 (C): -0.03, atom 4 (C): -0.11, atom 5 (C): -0.10, atom 6 (C): -0.09



--- D ---
Molecular formula: C9H14
Method: DFT, the ωB97M-V functional and the def2-TZVPD basis

Geometry as XYZ:
```
23
Properties=species:S:1:pos:R:3
C 1.45 1.04 -1.72
C 0.46 -0.04 -1.48
C 1.10 -1.22 -1.11
C 0.18 -2.22 -0.53
C -1.13 -2.06 -0.39
C -1.73 -0.99 -1.06
C -0.92 0.14 -1.29
H 1.33 1.79 -2.48
H 2.41 0.65 -2.09
H 1.54 1.48 -0.74
H 2.15 -1.46 -1.28
H 0.78 -3.12 -0.02
H -1.85 -2.53 0.23
H -2.80 -0.84 -1.05
H -1.36 0.96 -1.71
C -0.65 1.68 2.86
C 0.81 2.22 3.26
H -1.45 1.47 3.65
H -1.15 2.35 2.20
H -0.42 0.76 2.29
H 1.50 1.89 2.35
H 0.94 1.96 4.39
H 0.91 3.36 3.14
```

As for the SMILES: Cc1ccccc1.CC. The gap between HOMO and LUMO is 9.908 eV. The calculation puts the LUMO energy at 0.9 eV.

Löwdin atomic charge list, values in e, 6 entries: atom 1 (C): -0.07, atom 2 (C): -0.30, atom 3 (C): -0.03, atom 4 (C): -0.10, atom 5 (C): -0.14, atom 6 (C): -0.06



Computed relative energies in units of kcal/mol: A 10.4; B 0.0; C 9.2; D 32.9